{
  "formula": "C54H114N6O6",
  "method": "ωB97M-V with the def2-TZVPD basis set",
  "elements": ["C", "C", "C", "C", "C", "C", "N", "O", "C", "C", "C", "H", "H", "H", "H", "H", "H", "H", "H", "H", "H", "H", "H", "H", "H", "H", "H", "H", "H", "H", "C", "C", "C", "C", "C", "C", "N", "O", "C", "C", "C", "H", "H", "H", "H", "H", "H", "H", "H", "H", "H", "H", "H", "H", "H", "H", "H", "H", "H", "H", "C", "C", "C", "C", "C", "C", "N", "O", "C", "C", "C", "H", "H", "H", "H", "H", "H", "H", "H", "H", "H", "H", "H", "H", "H", "H", "H", "H", "H", "H", "C", "C", "C", "C", "C", "C", "N", "O", "C", "C", "C", "H", "H", "H", "H", "H", "H", "H", "H", "H", "H", "H", "H", "H", "H", "H", "H", "H", "H", "H", "C", "C", "C", "C", "C", "C", "N", "O", "C", "C", "C", "H", "H", "H", "H", "H", "H", "H", "H", "H", "H", "H", "H", "H", "H", "H", "H", "H", "H", "H", "C", "C", "C", "C", "C", "C", "N", "O", "C", "C", "C", "H", "H", "H", "H", "H", "H", "H", "H", "H", "H", "H", "H", "H", "H", "H", "H", "H", "H", "H"],
  "xyz": [[1.496, -7.102, -6.527], [0.538, -6.032, -5.915], [-0.819, -6.671, -5.416], [-1.706, -5.717, -4.530], [-0.820, -5.105, -3.433], [0.497, -4.407, -3.938], [1.192, -5.339, -4.816], [2.506, -4.922, -5.105], [0.207, -2.956, -4.550], [1.302, -4.323, -2.550], [0.218, -5.032, -7.078], [1.084, -7.815, -7.241], [1.740, -7.726, -5.668], [2.401, -6.606, -6.880], [-1.457, -7.090, -6.194], [-0.524, -7.589, -4.909], [-2.544, -6.214, -4.041], [-2.184, -4.932, -5.117], [-0.614, -5.936, -2.760], [-1.452, -4.461, -2.821], [-0.265, -3.001, -5.531], [-0.483, -2.452, -3.873], [1.088, -2.346, -4.751], [1.638, -5.300, -2.200], [2.226, -3.839, -2.868], [0.932, -3.579, -1.845], [1.014, -4.288, -7.104], [-0.793, -4.671, -6.884], [0.209, -5.554, -8.035], [2.996, -5.557, -4.578], [1.830, 2.392, -2.727], [2.999, 3.144, -1.984], [4.162, 3.367, -3.021], [3.926, 4.470, -4.008], [3.630, 5.854, -3.254], [2.358, 5.644, -2.226], [2.602, 4.394, -1.369], [1.704, 4.201, -0.307], [2.282, 6.807, -1.253], [0.991, 5.784, -3.049], [3.679, 2.221, -0.924], [2.096, 1.508, -3.307], [1.307, 3.084, -3.387], [1.136, 2.068, -1.951], [5.140, 3.483, -2.554], [4.228, 2.483, -3.655], [3.199, 4.300, -4.803], [4.862, 4.566, -4.558], [3.478, 6.687, -3.940], [4.406, 6.347, -2.668], [3.185, 6.883, -0.648], [2.349, 7.734, -1.823], [1.413, 6.700, -0.604], [0.226, 5.351, -2.404], [0.781, 6.797, -3.392], [1.061, 5.209, -3.972], [4.063, 1.311, -1.386], [3.015, 2.036, -0.080], [4.457, 2.781, -0.407], [2.251, 4.314, 0.473], [-0.508, 0.337, 1.281], [-1.277, -0.398, 0.125], [-0.444, -1.617, -0.373], [-0.492, -2.780, 0.617], [-1.958, -3.168, 0.818], [-2.840, -2.014, 1.349], [-2.597, -0.832, 0.493], [-3.401, 0.228, 0.732], [-4.300, -2.482, 1.157], [-2.365, -1.851, 2.832], [-1.363, 0.486, -1.149], [-1.043, 1.240, 1.575], [0.490, 0.613, 0.942], [-0.267, -0.137, 2.232], [-0.748, -1.902, -1.380], [0.626, -1.440, -0.485], [-0.049, -2.465, 1.562], [0.013, -3.595, 0.098], [-2.204, -4.002, 1.475], [-2.378, -3.367, -0.168], [-5.122, -1.888, 1.555], [-4.601, -2.524, 0.110], [-4.545, -3.475, 1.533], [-1.308, -1.611, 2.945], [-2.757, -0.941, 3.288], [-2.591, -2.633, 3.557], [-1.790, 1.433, -0.820], [-2.033, 0.028, -1.876], [-0.340, 0.628, -1.496], [-4.092, 0.143, 0.071], [-1.214, -0.900, 8.963], [-1.149, -1.154, 7.503], [-2.588, -1.179, 6.894], [-3.139, 0.300, 6.723], [-2.176, 1.232, 5.936], [-0.758, 1.134, 6.451], [-0.323, -0.204, 6.730], [0.990, -0.246, 7.120], [0.074, 1.671, 5.214], [-0.481, 2.254, 7.534], [-0.542, -2.603, 7.349], [-0.195, -0.851, 9.348], [-1.746, -1.637, 9.565], [-1.803, -0.035, 9.269], [-2.581, -1.506, 5.854], [-3.325, -1.693, 7.511], [-3.273, 0.732, 7.715], [-4.022, 0.402, 6.093], [-2.586, 2.241, 5.976], [-2.242, 0.928, 4.891], [1.142, 1.521, 5.375], [-0.174, 0.988, 4.401], [-0.282, 2.690, 5.063], [-0.994, 1.938, 8.442], [0.583, 2.289, 7.770], [-0.687, 3.256, 7.155], [-0.422, -2.969, 6.330], [-1.066, -3.434, 7.821], [0.517, -2.668, 7.600], [0.939, 0.090, 8.018], [3.717, -0.460, 3.860], [3.855, -1.952, 3.437], [2.948, -2.189, 2.127], [3.595, -1.660, 0.859], [4.983, -2.233, 0.723], [5.937, -2.096, 1.938], [5.194, -2.539, 3.164], [5.932, -2.719, 4.258], [7.089, -3.028, 1.666], [6.467, -0.645, 1.962], [3.088, -2.788, 4.546], [3.878, 0.224, 3.027], [4.473, -0.158, 4.586], [2.774, -0.115, 4.283], [2.492, -3.179, 2.101], [2.093, -1.526, 2.258], [3.504, -0.574, 0.890], [2.999, -1.962, -0.002], [5.384, -1.874, -0.225], [4.905, -3.291, 0.474], [6.954, -4.103, 1.790], [7.776, -2.700, 0.886], [7.821, -2.946, 2.470], [7.405, -0.541, 1.415], [5.794, 0.055, 1.467], [6.545, -0.391, 3.019], [3.649, -2.703, 5.476], [3.129, -3.857, 4.336], [2.078, -2.485, 4.825], [5.651, -3.620, 4.431], [-2.277, 3.335, -2.947], [-3.561, 4.130, -3.187], [-3.864, 4.069, -4.761], [-5.350, 4.489, -5.057], [-6.368, 3.608, -4.204], [-6.030, 3.654, -2.702], [-4.604, 3.427, -2.385], [-4.251, 3.507, -1.055], [-6.514, 4.926, -2.141], [-6.839, 2.578, -2.014], [-3.218, 5.587, -2.787], [-1.520, 3.728, -3.627], [-2.253, 2.267, -3.166], [-1.773, 3.515, -1.997], [-3.315, 4.720, -5.441], [-3.689, 3.047, -5.095], [-5.456, 4.202, -6.103], [-5.516, 5.557, -4.915], [-6.386, 2.610, -4.643], [-7.316, 4.091, -4.437], [-5.995, 5.784, -2.567], [-7.574, 5.128, -2.297], [-6.311, 4.856, -1.072], [-7.919, 2.690, -2.107], [-6.611, 1.597, -2.430], [-6.645, 2.452, -0.949], [-3.438, 5.725, -1.728], [-3.735, 6.361, -3.354], [-2.173, 5.882, -2.881], [-4.243, 2.567, -0.860]],
  "atomic_forces_ev_per_a": [[-0.2, 0.1, 1.9], [-1.2, 0.5, -2.3], [0.1, 0.2, 0.6], [1.3, -0.1, -0.2], [-0.6, -0.3, -1.0], [-0.9, 0.1, 1.8], [-0.6, -1.1, 1.4], [-0.2, 0.2, -0.3], [0.0, -1.2, 0.3], [1.3, 1.3, -2.7], [-0.1, -0.8, 0.5], [-0.4, 0.6, -0.3], [0.6, -0.2, 0.1], [-0.1, -0.2, -0.2], [0.3, 0.5, -0.7], [-0.1, 0.1, 0.8], [0.1, -0.5, -0.1], [0.2, 0.1, -0.3], [0.7, 0.0, 0.0], [0.3, 0.6, -0.1], [-0.3, -0.3, 0.2], [0.2, 0.2, 0.0], [0.3, -0.2, 0.5], [-0.7, 0.0, 0.3], [0.5, 0.1, 0.1], [-0.6, -0.7, 0.2], [-0.4, 0.3, -0.1], [0.2, 0.7, -0.3], [-0.1, 0.0, 0.0], [0.5, 0.1, -0.1], [0.1, 0.6, 1.0], [1.1, -1.6, -1.2], [-1.3, -0.2, -0.2], [0.9, 2.8, 0.7], [-1.6, -1.3, 0.9], [0.2, 0.6, -0.9], [1.3, 1.3, -1.6], [-0.7, 0.1, -0.4], [1.1, 0.1, 0.0], [1.4, -1.6, 0.3], [-0.9, 1.0, 0.4], [0.4, 0.1, 0.1], [0.0, 0.0, 0.0], [-0.2, 0.1, -0.1], [-0.2, 0.2, 0.3], [0.0, -0.5, 0.4], [-0.5, -0.2, 0.4], [0.1, 0.3, -0.2], [-1.0, -0.3, -0.4], [0.7, -1.1, 0.4], [0.1, -0.4, 0.4], [-0.8, 0.1, 0.0], [0.0, 0.4, -0.2], [-0.4, 0.3, -0.2], [0.1, 0.1, 0.6], [-0.2, -0.3, 0.0], [-0.1, 0.0, 0.2], [-0.4, -0.7, -0.3], [0.5, 0.0, -0.5], [0.0, 0.1, 0.1], [0.2, 0.6, -0.4], [2.0, -0.6, -0.3], [0.0, -0.3, 1.1], [-1.2, -0.1, -0.6], [-0.7, 0.7, -0.6], [0.9, -0.3, 0.7], [0.7, -2.9, -0.9], [-1.4, 1.6, 0.9], [-0.9, 0.2, 0.0], [-0.5, 1.5, 0.5], [-0.2, 0.4, 1.8], [0.0, 0.2, -0.2], [0.0, 0.4, -0.4], [-0.5, -0.8, -0.3], [-0.5, -0.2, 0.1], [0.1, 1.0, 0.0], [0.4, -0.4, -0.1], [0.3, -0.3, 0.7], [0.5, -0.2, -0.1], [0.1, -0.5, -0.2], [0.5, 0.6, 0.6], [0.6, 0.0, -0.4], [0.7, -0.2, 0.2], [0.1, -0.6, -0.5], [-0.7, 0.2, -0.1], [-0.2, -0.4, -0.5], [0.1, 0.2, -0.4], [0.3, -0.1, -0.1], [-0.3, 0.1, -0.3], [-0.3, 0.1, -0.1], [-0.3, 0.7, 1.7], [-1.0, -2.1, -1.3], [-0.1, 2.7, -0.9], [1.1, 0.2, -0.1], [-0.9, -1.7, 1.0], [1.5, 3.3, -1.6], [-1.9, -1.2, -0.8], [0.8, 0.1, 0.4], [-0.4, -1.5, 0.8], [0.2, -1.7, 0.2], [0.8, 0.0, -1.0], [0.0, 0.2, 0.4], [0.3, -0.7, -0.4], [0.4, 0.6, -0.4], [0.2, -0.8, 0.2], [0.4, -0.4, -0.1], [-0.5, 0.1, 0.0], [-0.6, -0.7, 0.7], [0.3, 0.1, 0.1], [0.3, -0.1, -0.1], [0.0, 0.7, 0.2], [-0.1, 0.4, -0.4], [0.5, 0.0, -0.4], [-0.3, 0.8, 0.2], [0.2, -0.2, 0.0], [-0.6, -0.2, 0.2], [-0.7, 0.6, -0.6], [-0.3, 0.5, 0.5], [0.0, 0.4, 0.9], [0.8, 0.2, 0.6], [1.2, 0.5, -0.4], [-2.8, -0.7, -0.5], [0.1, 1.5, 1.2], [-0.4, -0.8, 0.5], [-0.1, -0.5, -0.6], [-0.8, 0.2, -1.1], [-3.0, 1.1, -4.0], [1.5, -0.4, 2.2], [2.0, -0.2, 1.9], [-0.4, -0.1, 0.5], [1.9, 0.0, 0.3], [0.1, -0.1, -0.3], [0.2, -0.3, 0.2], [-0.3, -0.8, 0.0], [0.7, -0.3, -0.2], [-0.3, 0.0, 0.4], [0.6, 0.2, -0.1], [0.0, -0.1, -0.2], [0.8, 0.6, 0.3], [-0.3, -0.3, 0.4], [-0.8, -0.1, -1.0], [-0.8, -0.4, -0.8], [0.0, 0.5, 0.7], [0.2, -0.1, 0.3], [-0.3, 0.0, 0.2], [0.5, 0.5, -0.1], [0.1, 0.2, 0.2], [-0.3, -0.1, -0.4], [0.0, 0.3, -0.7], [0.7, -0.2, 0.9], [1.5, 0.4, -0.6], [1.2, -0.1, -1.2], [-1.9, 0.3, 1.4], [0.6, -2.2, 0.8], [1.9, 1.4, -1.3], [-0.9, -0.5, 0.1], [0.2, 0.2, -3.8], [-0.6, -0.1, 0.9], [0.0, 1.8, 0.8], [-0.2, -1.6, 0.3], [-0.6, 0.4, 0.6], [0.0, 0.2, -0.4], [-0.7, -0.1, 0.2], [-0.6, -0.1, 0.4], [0.9, 0.1, 0.8], [-0.2, -0.1, 0.0], [-0.5, 0.5, -0.1], [0.1, -0.1, 0.0], [0.1, -0.2, 0.3], [-0.4, -0.4, 0.6], [0.2, 0.1, 0.2], [-0.1, -0.3, 0.0], [-0.1, 0.6, 0.1], [0.0, 0.4, -0.2], [0.1, -0.1, -0.3], [0.2, 0.5, 0.1], [-0.2, 0.1, 0.1], [-0.5, -0.2, 0.0], [0.2, -0.6, -0.2], [0.4, 0.0, 0.7]],
  "energy_ha": -2905.4233,
  "homo_lumo_gap_ev": 8.61,
  "charge": 0,
  "relative_energy_ev": 6.6297,
  "smiles": "CC1(C)CCCC(C)(C)N1O.CC1(C)CCCC(C)(C)N1O.CC1(C)CCCC(C)(C)N1O.CC1(C)CCCC(C)(C)N1O.CC1(C)CCCC(C)(C)N1O.CC1(C)CCCC(C)(C)N1O",
  "e_lumo_ha": 0.01907,
  "multiplicity": 1,
  "homo_ev": -8.093
}